Entry 1:
Molecular formula: C20H27F2N5O3S
Method: DFT, the ωB97M-V functional and the def2-TZVPD basis

* net charge: 0

Positions of all 58 atoms, in Å:
C: 1.305 5.364 0.849
N: 1.341 4.116 0.071
C: 1.542 4.270 -1.399
H: 2.528 4.977 -1.599
H: 1.598 3.637 -1.980
H: 0.871 5.051 -1.690
C: 2.641 3.429 0.777
H: 3.416 3.930 0.763
C: 2.046 2.571 1.712
N: 0.797 1.829 1.466
C: 1.007 0.316 1.137
O: 1.961 -0.245 1.282
C: -0.468 0.116 0.619
C: -0.665 -1.282 -0.083
C: -2.131 -1.037 -0.363
N: -2.453 0.000 0.469
O: -1.555 0.742 1.020
C: -2.936 -2.004 -0.861
H: -3.958 -1.681 -1.425
H: -2.336 -2.620 -1.636
S: -3.509 -3.349 0.084
C: -4.788 -2.843 1.053
C: -5.235 -1.521 1.029
C: -6.323 -1.080 1.786
C: -7.314 -2.036 1.974
C: -7.029 -3.334 2.218
C: -5.859 -3.526 1.636
H: -5.544 -4.888 1.458
H: -7.513 -3.971 2.785
F: -8.432 -1.544 2.958
F: -6.752 0.205 1.618
H: -4.660 -0.579 0.484
C: 0.170 -2.232 -0.781
O: -0.252 -2.654 -1.753
N: 1.419 -2.272 -0.250
C: 2.447 -3.274 -1.012
C: 2.971 -2.158 -2.236
N: 3.499 -0.956 -1.348
C: 4.570 -0.951 -0.679
H: 4.937 -0.002 -0.336
H: 4.230 -1.485 0.398
H: 5.656 -1.432 -0.971
C: 3.744 0.113 -2.655
H: 4.519 -0.117 -3.253
H: 2.851 0.116 -3.405
H: 3.708 1.047 -2.223
H: 3.818 -2.657 -2.431
H: 2.148 -1.966 -2.748
H: 3.139 -3.472 -0.392
H: 2.113 -3.965 -1.467
H: 1.700 -1.726 0.385
H: 0.028 2.305 1.079
H: 1.574 3.139 2.565
H: 2.725 1.875 2.296
H: 2.749 2.589 0.001
H: 1.177 5.044 1.981
H: 2.201 6.128 0.642
H: 0.566 5.949 0.382

Charges per atom according to natural (NBO) partitioning, unit e: C -0.44; N -0.43; C -0.33; H 0.12; H 0.15; H 0.20; C -0.22; H 0.19; C -0.25; N -0.68; C 0.72; O -0.54; C 0.21; C -0.15; C 0.13; N -0.13; O -0.20; C -0.67; H 0.26; H 0.33; S 0.40; C -0.28; C -0.25; C 0.31; C 0.35; C -0.28; C -0.10; H 0.15; H 0.25; F -0.41; F -0.31; H 0.26; C 0.62; O -0.60; N -0.57; C -0.14; C -0.20; N -0.44; C -0.39; H 0.21; H 0.17; H 0.13; C -0.43; H 0.18; H 0.19; H 0.19; H 0.19; H 0.21; H 0.18; H 0.17; H 0.39; H 0.40; H 0.18; H 0.23; H 0.18; H 0.22; H 0.16; H 0.20

Entry 2:
Molecular formula: C20H27F6N7O5PRuS
Method: DFT, the ωB97M-V functional and the def2-TZVPD basis

* net charge: 0
* ⟨S²⟩: 0.757
* 2S+1: 2

Positions of all 68 atoms, in Å:
Ru: -0.636 -0.087 0.774
C: -2.620 3.682 1.657
C: -2.148 2.273 1.547
N: -1.098 1.916 0.906
O: -0.432 2.842 0.170
C: -2.856 1.137 2.109
C: -3.921 1.198 3.151
N: -2.437 0.007 1.617
O: -2.835 -1.147 1.964
H: -2.341 4.242 0.767
H: -2.145 4.164 2.514
H: -3.699 3.721 1.795
H: 0.307 2.269 -0.181
H: -3.727 2.021 3.840
H: -3.921 0.258 3.701
H: -4.918 1.334 2.725
O: -0.097 -0.011 2.729
N: 0.106 -1.215 3.227
C: 0.830 -1.220 4.303
C: 1.132 -2.489 4.907
N: 1.406 -3.484 5.409
C: 1.363 -0.014 4.884
N: 1.781 0.953 5.340
C: -3.583 -1.728 -1.144
P: -2.879 -0.247 -1.862
C: -4.232 0.925 -1.988
C: -2.406 -0.673 -3.537
O: -1.738 0.368 -1.097
H: -4.571 -1.922 -1.564
H: -3.653 -1.599 -0.061
H: -2.924 -2.572 -1.340
H: -5.013 0.560 -2.654
H: -3.845 1.874 -2.358
H: -4.646 1.079 -0.991
H: -3.215 -1.182 -4.062
H: -1.532 -1.321 -3.464
H: -2.130 0.234 -4.075
C: 4.421 -3.199 -1.434
C: 3.153 -2.512 -1.812
C: 2.961 -1.803 -2.969
C: 1.699 -1.250 -3.202
N: 0.678 -1.414 -2.364
C: 0.879 -2.060 -1.224
S: -0.359 -2.383 -0.058
N: 2.105 -2.596 -0.972
C: 1.410 -0.467 -4.441
H: 4.983 -3.463 -2.326
H: 4.221 -4.103 -0.859
H: 5.034 -2.538 -0.822
H: 3.771 -1.676 -3.672
H: 2.197 -3.074 -0.082
H: 2.316 -0.239 -4.997
H: 0.905 0.458 -4.164
H: 0.733 -1.037 -5.080
C: 2.114 2.058 1.831
C: 2.281 1.126 0.624
O: 1.102 0.797 -0.037
C: 3.146 1.854 -0.433
F: 4.400 2.068 -0.002
F: 3.231 1.189 -1.597
F: 2.606 3.052 -0.719
C: 3.079 -0.128 1.092
F: 2.263 -1.120 1.458
F: 3.861 -0.642 0.110
F: 3.891 0.115 2.121
H: 1.618 2.970 1.514
H: 3.073 2.310 2.276
H: 1.499 1.562 2.580

Charges per atom according to natural (NBO) partitioning, unit e: Ru 1.02; C -0.67; C 0.24; N -0.07; O -0.55; C 0.07; C -0.66; N 0.06; O -0.50; H 0.25; H 0.24; H 0.23; H 0.52; H 0.22; H 0.26; H 0.22; O -0.53; N 0.06; C -0.13; C 0.27; N -0.31; C 0.26; N -0.31; C -1.04; P 1.99; C -1.01; C -1.02; O -1.09; H 0.24; H 0.29; H 0.27; H 0.24; H 0.25; H 0.25; H 0.24; H 0.27; H 0.25; C -0.67; C 0.35; C -0.33; C 0.35; N -0.49; C 0.34; S -0.18; N -0.52; C -0.66; H 0.24; H 0.24; H 0.27; H 0.24; H 0.45; H 0.22; H 0.25; H 0.24; C -0.66; C 0.10; O -0.81; C 0.97; F -0.33; F -0.33; F -0.33; C 0.96; F -0.32; F -0.35; F -0.31; H 0.23; H 0.23; H 0.26

Entry 3:
Molecular formula: C20H27N3O3
Method: DFT, the ωB97M-V functional and the def2-TZVPD basis

* net charge: 0
* structure (SMILES): CCCN(CC1CC1)C(=O)CCc1nnc([C@H](OC)c2ccccc2)o1

Positions of all 53 atoms, in Å:
C: -1.453 -0.999 4.557
C: -2.146 -0.254 3.425
C: -1.535 -0.614 2.069
N: -2.191 0.072 0.970
C: -3.399 -0.517 0.433
C: -3.215 -1.264 -0.887
C: -1.865 -1.443 -1.514
C: -2.570 -2.619 -0.916
C: -1.691 1.269 0.584
O: -0.745 1.783 1.152
C: -2.384 1.947 -0.595
C: -1.444 2.966 -1.242
C: -0.343 2.283 -1.960
N: 0.174 2.586 -3.106
N: 1.165 1.699 -3.343
C: 1.198 0.900 -2.328
C: 2.155 -0.211 -2.069
O: 1.410 -1.311 -1.583
C: 2.177 -2.479 -1.432
C: 3.180 0.290 -1.068
C: 2.775 0.597 0.226
C: 3.697 1.053 1.150
C: 5.025 1.209 0.788
C: 5.429 0.909 -0.502
C: 4.510 0.449 -1.429
O: 0.265 1.211 -1.413
H: -1.890 -0.729 5.515
H: -0.394 -0.752 4.581
H: -1.551 -2.075 4.426
H: -3.212 -0.495 3.424
H: -2.044 0.823 3.573
H: -1.596 -1.691 1.899
H: -0.484 -0.315 2.060
H: -3.786 -1.209 1.186
H: -4.153 0.264 0.297
H: -4.049 -1.122 -1.565
H: -1.789 -1.381 -2.589
H: -0.998 -1.059 -1.002
H: -2.983 -3.370 -1.574
H: -2.189 -3.023 0.009
H: -3.271 2.463 -0.218
H: -2.695 1.209 -1.333
H: -1.967 3.608 -1.950
H: -1.005 3.583 -0.452
H: 2.648 -0.466 -3.020
H: 2.977 -2.343 -0.696
H: 2.621 -2.783 -2.387
H: 1.490 -3.250 -1.089
H: 1.736 0.488 0.500
H: 3.375 1.294 2.152
H: 5.744 1.569 1.509
H: 6.463 1.033 -0.788
H: 4.823 0.217 -2.437

Charges per atom according to natural (NBO) partitioning, unit e: C -0.60; C -0.40; C -0.21; N -0.44; C -0.21; C -0.26; C -0.42; C -0.42; C 0.71; O -0.65; C -0.50; C -0.46; C 0.48; N -0.30; N -0.29; C 0.45; C 0.04; O -0.53; C -0.25; C -0.08; C -0.15; C -0.22; C -0.21; C -0.21; C -0.20; O -0.41; H 0.21; H 0.21; H 0.20; H 0.19; H 0.21; H 0.19; H 0.23; H 0.21; H 0.21; H 0.22; H 0.22; H 0.24; H 0.22; H 0.20; H 0.24; H 0.23; H 0.24; H 0.26; H 0.21; H 0.18; H 0.17; H 0.20; H 0.23; H 0.22; H 0.21; H 0.21; H 0.21

Entry 4:
Molecular formula: C20H27N3O3
Method: DFT, the ωB97M-V functional and the def2-TZVPD basis

* net charge: 0
* structure (SMILES): C[C@@H](CCc1ccccc1)NC(=O)CN1C(=O)NC2(CCCCC2)C1=O

Positions of all 53 atoms, in Å:
C: 2.784 -1.156 -0.401
C: 2.310 -0.304 0.776
C: 3.083 1.015 0.853
C: 2.683 1.845 2.078
C: 3.468 3.124 2.122
C: 4.674 3.192 2.807
C: 5.417 4.360 2.816
C: 4.964 5.476 2.134
C: 3.765 5.418 1.445
C: 3.024 4.249 1.439
N: 0.892 -0.036 0.641
C: -0.030 -0.490 1.501
O: 0.212 -1.122 2.506
C: -1.470 -0.101 1.106
N: -1.899 -0.734 -0.122
C: -1.477 -0.352 -1.398
O: -0.688 0.534 -1.641
N: -2.113 -1.149 -2.276
C: -2.990 -2.110 -1.649
C: -2.535 -3.558 -1.882
C: -2.795 -4.006 -3.317
C: -4.270 -3.844 -3.670
C: -4.700 -2.391 -3.496
C: -4.456 -1.926 -2.063
C: -2.816 -1.749 -0.173
O: -3.384 -2.246 0.763
H: 2.619 -0.626 -1.337
H: 2.236 -2.095 -0.430
H: 3.843 -1.376 -0.306
H: 2.428 -0.860 1.712
H: 4.151 0.799 0.898
H: 2.896 1.594 -0.054
H: 2.866 1.260 2.981
H: 1.615 2.065 2.029
H: 5.031 2.324 3.343
H: 6.351 4.399 3.357
H: 5.542 6.388 2.142
H: 3.405 6.286 0.912
H: 2.087 4.209 0.901
H: 0.594 0.452 -0.198
H: -1.532 0.985 0.987
H: -2.147 -0.439 1.893
H: -1.976 -1.076 -3.269
H: -3.088 -4.192 -1.187
H: -1.472 -3.642 -1.644
H: -2.498 -5.051 -3.423
H: -2.185 -3.418 -4.006
H: -4.443 -4.162 -4.700
H: -4.870 -4.480 -3.016
H: -5.760 -2.285 -3.729
H: -4.144 -1.758 -4.191
H: -5.068 -2.508 -1.372
H: -4.729 -0.874 -1.955

Charges per atom according to natural (NBO) partitioning, unit e: C -0.61; C -0.06; C -0.38; C -0.42; C -0.02; C -0.16; C -0.22; C -0.22; C -0.21; C -0.21; N -0.64; C 0.67; O -0.62; C -0.32; N -0.47; C 0.81; O -0.65; N -0.62; C 0.03; C -0.40; C -0.40; C -0.40; C -0.40; C -0.40; C 0.71; O -0.57; H 0.20; H 0.21; H 0.21; H 0.23; H 0.21; H 0.20; H 0.21; H 0.21; H 0.20; H 0.21; H 0.21; H 0.21; H 0.21; H 0.43; H 0.22; H 0.26; H 0.42; H 0.23; H 0.22; H 0.22; H 0.19; H 0.21; H 0.20; H 0.22; H 0.19; H 0.23; H 0.22

Record-wise energy above the lowest of the compared OMol25 structures with the same formula, charge and spin values, in kJ/mol: 2149.8; 87.8; 414.4; 4.1
Record-wise total energy values, in eV: -51018.40032; -80855.37075; -31789.87018; -31794.12247